Computed, not measured: the molecule C12H14O2Si in a non-equilibrium geometry, with wB97M-V/def2-TZVPD.

```
29
Properties=species:S:1:pos:R:3:forces:R:3
C -3.440 1.740 -1.697 -1.04 -1.98 -2.15
C -3.050 0.404 -2.093 -1.63 1.91 -0.83
C -2.697 2.421 -0.808 1.85 1.25 1.63
C -1.987 -0.218 -1.463 -2.49 0.09 -1.92
C -1.523 1.822 -0.329 -0.02 -0.19 0.95
C -1.233 0.468 -0.596 2.62 2.00 1.60
C 0.046 -0.064 -0.092 -0.25 -1.86 0.76
C 0.392 -3.068 0.060 -1.10 2.89 -0.11
C 0.543 -1.370 0.174 -0.76 1.33 -0.93
C 0.865 -3.622 1.361 0.15 -1.37 0.34
C 1.617 1.341 2.376 0.96 2.21 -0.87
C 2.987 1.015 -0.600 -4.00 -3.14 -0.98
O -0.078 -3.603 -0.898 0.36 0.04 0.40
O 1.733 -1.133 0.758 2.18 -0.17 1.47
Si 1.636 0.614 0.734 -0.42 -2.08 -3.72
H -4.294 2.236 -2.187 0.43 -0.48 0.26
H -3.595 0.020 -3.010 0.75 -0.07 1.56
H -2.912 3.458 -0.478 -0.04 -0.79 -0.43
H -1.748 -1.192 -1.739 0.56 -1.61 -0.42
H -0.852 2.382 0.359 -0.55 -0.40 -0.59
H 1.037 -4.728 1.339 0.20 0.95 -0.36
H 0.044 -3.537 2.100 0.38 0.52 -0.30
H 1.748 -3.027 1.650 -0.53 -0.65 0.23
H 2.198 2.292 2.356 -0.27 -0.56 0.05
H 0.614 1.619 2.646 -0.30 -0.55 0.79
H 2.215 0.634 2.898 -0.10 -0.58 1.39
H 3.928 1.138 -0.311 4.12 0.22 1.85
H 2.986 0.096 -1.326 -0.22 1.61 1.36
H 2.819 1.865 -1.182 -0.86 1.46 -1.02
```
Forces are in eV/Å.

The calculation puts the energy above the lowest of the compared OMol25 structures with the same formula, charge and spin at 55.5 kcal per mole. For the maximum force, the calculation gives 5.2 eV Å⁻¹. The total charge is 0. Its total energy is -905.57743 a.u.

These are the natural (NBO) partial charges, in e, on atoms 1 to 2: number 1, C, carries -0.24; number 2, C, carries -0.18

***

Computed, not measured: the molecule C12H14O4, with wB97M-V/def2-TZVPD.

```
30
Properties=species:S:1:pos:R:3:forces:R:3
C -4.384 -1.000 1.284 0.13 0.19 -0.35
C -4.430 -0.051 0.090 -0.30 -0.05 0.36
H -5.336 -0.233 -0.495 0.11 0.11 0.10
H -4.437 0.995 0.419 -0.01 -0.07 -0.10
O -3.374 -0.278 -0.825 0.20 -0.06 -0.17
C -2.125 0.165 -0.550 0.36 0.02 -0.13
C -1.755 0.932 0.554 -0.37 -0.05 -0.01
C -0.444 1.333 0.703 0.33 -0.09 -0.23
C 0.536 0.970 -0.220 -0.61 0.13 0.12
C 0.160 0.212 -1.331 0.04 0.19 0.19
C -1.149 -0.177 -1.494 -0.31 -0.06 0.04
H -1.456 -0.754 -2.352 -0.04 -0.05 -0.10
H 0.886 -0.058 -2.083 0.05 -0.06 -0.05
C 1.916 1.415 0.033 0.32 -0.08 -0.11
O 2.184 2.396 0.687 0.04 -0.08 -0.10
C 3.046 0.598 -0.601 0.29 0.38 0.32
H 3.221 0.949 -1.622 -0.01 -0.05 0.10
H 3.948 0.765 -0.002 -0.18 0.03 -0.10
O 2.785 -0.795 -0.712 0.09 -0.04 -0.37
C 2.389 -1.415 0.409 -0.09 -0.43 0.22
O 2.231 -0.852 1.458 0.11 0.08 0.04
C 2.190 -2.886 0.165 -0.06 0.16 0.06
H 1.511 -3.290 0.909 0.00 0.02 0.03
H 1.806 -3.048 -0.838 -0.01 -0.06 -0.06
H 3.151 -3.389 0.255 0.07 -0.04 -0.02
H -0.148 1.924 1.556 0.01 0.05 0.08
H -2.477 1.225 1.300 -0.09 -0.01 0.05
H -4.414 -2.029 0.937 -0.02 -0.09 0.00
H -3.472 -0.859 1.860 0.04 -0.01 0.09
H -5.240 -0.819 1.928 -0.09 0.01 0.10
```
Forces are in eV/Å.

The calculation puts the energy above the lowest of the compared OMol25 structures with the same formula, charge and spin at 0.0 kcal per mole. For the maximum force, the calculation gives 0.6 eV Å⁻¹. The total charge is 0. Its total energy is -766.63144 a.u.

These are the natural (NBO) partial charges, in e, on atoms 1 to 2: number 1, C, carries -0.64; number 2, C, carries -0.07

***

Computed, not measured: a cluster of 2 separate species, C12H15BN2O5 in total in a non-equilibrium geometry, with wB97M-V/def2-TZVPD.

```
35
Properties=species:S:1:pos:R:3:forces:R:3
O 2.638 3.433 1.901 -0.35 -0.89 -4.25
C 2.120 2.958 0.860 -0.59 -1.09 3.65
C 0.955 1.896 1.061 -1.75 -0.80 -2.30
C 0.532 1.021 2.254 -2.06 0.28 -3.79
C -0.743 0.123 2.026 2.06 2.81 -2.57
C -1.455 0.184 0.656 2.24 1.64 0.07
C -0.972 1.056 -0.559 2.02 0.59 3.33
C 0.273 1.938 -0.334 -1.46 -2.26 3.10
C 1.068 2.944 -1.270 -1.50 -0.74 -1.21
O 0.681 3.356 -2.385 2.06 -1.39 4.06
N 2.348 3.236 -0.558 -1.49 0.26 0.01
C 3.575 2.647 -1.191 0.44 -1.04 -0.17
B 4.973 3.118 -0.459 0.75 -0.01 0.97
O 5.665 2.071 0.291 -1.88 2.19 -0.59
O 5.450 4.476 -0.534 -1.53 -2.16 0.96
H 1.126 1.047 3.220 -0.99 -0.05 -1.45
H -1.086 -0.524 2.899 0.29 0.92 -1.66
H -2.391 -0.447 0.520 1.52 0.96 0.26
H -1.513 1.089 -1.563 0.75 -0.21 1.74
H 3.474 1.496 -1.085 0.27 1.65 -0.38
H 3.660 2.886 -2.315 -0.53 -0.12 1.79
H 4.948 1.732 0.886 1.00 -0.09 -0.79
H 4.735 5.000 -0.090 0.81 -0.28 -0.83
C -2.669 -3.303 0.865 -0.24 -0.27 -0.39
O -3.027 -2.281 1.424 -0.16 -0.25 -0.18
N -3.263 -3.848 -0.233 0.53 0.18 0.67
C -2.778 -5.070 -0.844 -0.19 0.16 -0.06
C -4.416 -3.185 -0.811 0.01 0.21 0.24
H -1.805 -3.885 1.222 -0.01 -0.06 -0.06
H -2.497 -4.864 -1.879 0.04 -0.20 0.02
H -3.575 -5.818 -0.824 0.15 -0.10 -0.09
H -1.910 -5.458 -0.308 -0.10 0.11 0.00
H -4.135 -2.172 -1.109 -0.19 -0.04 -0.04
H -5.206 -3.121 -0.059 -0.04 0.09 -0.16
H -4.779 -3.735 -1.679 0.12 0.00 0.12
```
Forces are in eV/Å.

The calculation puts the energy above the lowest of the compared OMol25 structures with the same formula, charge and spin at 57.8 kcal per mole. For the maximum force, the calculation gives 4.8 eV Å⁻¹. The total charge is 0. Its total energy is -976.75536 a.u.

These are the natural (NBO) partial charges, in e, on atoms 1 to 2: number 1, O, carries -0.54; number 2, C, carries 0.68

***

Computed, not measured: a structure of composition C12H15ClN2O2PdS in a non-equilibrium geometry, with wB97M-V/def2-TZVPD.

```
34
Properties=species:S:1:pos:R:3:forces:R:3
Cl 4.534 -2.921 0.594 0.05 0.01 -0.06
C 2.128 2.294 -0.404 1.12 -0.01 0.13
C 1.278 2.316 -1.547 0.27 0.46 -1.04
C 1.790 1.389 -2.483 -0.45 0.38 -0.24
H 0.411 2.939 -1.679 -0.06 0.10 -0.05
C 2.964 0.798 -1.944 0.74 -0.27 -1.06
C 3.154 1.352 -0.648 0.03 0.92 0.90
H 3.960 1.106 0.022 0.10 0.01 0.06
H 2.017 2.897 0.479 0.07 0.11 0.09
H 1.374 1.172 -3.453 -0.02 0.03 -0.12
C 3.840 -0.198 -2.615 -0.30 -0.05 0.22
Pd 1.091 0.203 -0.559 0.11 -0.51 0.14
C -0.260 -0.932 -1.453 -4.42 -3.40 -3.44
O -1.054 -1.561 -2.018 3.12 2.43 2.36
C 1.515 -0.973 0.973 1.88 -3.31 4.73
O 1.797 -1.633 1.884 -1.29 2.55 -3.52
H 3.279 -0.814 -3.315 -0.05 0.05 -0.14
H 4.326 -0.853 -1.896 0.11 0.03 0.12
H 4.626 0.306 -3.182 0.06 0.13 -0.03
S -0.334 1.441 1.014 1.43 1.88 0.07
C -1.572 0.395 1.190 -4.79 -2.63 2.43
N -1.474 -0.703 2.095 -0.15 2.64 -2.69
C -2.611 -1.559 2.388 -0.90 -1.00 0.47
C -3.759 -1.367 1.384 0.31 -0.15 -0.24
C -4.036 0.117 1.174 -1.23 -0.30 0.38
N -2.843 0.747 0.653 3.24 -0.52 1.02
H -0.620 -0.820 2.657 -0.66 0.39 -0.64
H -2.957 -1.326 3.418 0.19 -0.21 -0.55
H -2.304 -2.626 2.354 -0.01 0.69 0.17
H -4.666 -1.899 1.741 0.63 0.36 -0.20
H -3.462 -1.794 0.401 -0.27 0.08 0.56
H -4.326 0.598 2.134 0.07 -0.19 -0.55
H -4.868 0.244 0.449 0.61 0.10 0.43
H -2.940 1.665 0.192 0.46 -0.82 0.28
```
Forces are in eV/Å.

The calculation puts the energy above the lowest of the compared OMol25 structures with the same formula, charge and spin at 0.0 kcal per mole. The multiplicity is 5. For the maximum force, the calculation gives 6.5 eV Å⁻¹. The total charge is +2. Its total energy is -1711.75834 a.u.

These are the natural (NBO) partial charges, in e, on atoms 1 to 2: number 1, Cl, carries 0.01; number 2, C, carries -0.22

***

Computed, not measured: a cluster of 3 separate species, C12H15F9O6 in total in a non-equilibrium geometry, with wB97M-V/def2-TZVPD.

```
42
Properties=species:S:1:pos:R:3:forces:R:3
C -5.548 43.827 21.480 -0.58 -1.17 -1.22
C -6.285 45.069 21.005 0.99 1.69 1.14
O -7.139 45.023 19.844 0.50 -0.82 -2.90
C -6.619 45.018 18.547 3.82 0.74 1.30
O -5.416 44.990 18.196 -4.39 -0.23 1.65
C -7.686 45.184 17.428 0.21 0.34 0.46
F -7.281 46.183 16.577 -1.30 -0.59 1.51
F -7.701 44.099 16.673 -0.24 -0.72 -0.19
F -8.936 45.325 17.969 1.27 0.61 -1.14
H -6.273 43.053 21.733 -0.17 -0.02 0.34
H -4.865 43.938 22.323 -0.28 0.63 -0.03
H -4.975 43.346 20.687 0.24 0.34 -0.22
H -5.648 45.950 20.927 0.51 -0.12 -0.53
H -6.924 45.439 21.807 -0.53 -0.41 -0.15
C -9.445 48.176 20.911 0.30 -0.11 0.15
C -8.641 48.998 19.958 0.25 0.91 0.08
O -9.473 49.295 18.811 -1.66 3.56 -1.41
C -10.058 50.622 18.708 1.82 -1.01 2.39
O -9.934 51.541 19.507 -0.23 -2.45 -2.00
C -10.934 50.846 17.426 -0.06 -1.13 0.32
F -11.327 49.682 16.848 0.50 0.73 0.22
F -12.033 51.516 17.740 -0.48 0.05 0.48
F -10.295 51.601 16.548 0.59 -0.19 -0.42
H -9.814 47.279 20.413 0.11 -0.10 0.04
H -10.306 48.716 21.306 0.14 0.08 0.18
H -8.721 47.908 21.680 -0.36 -0.21 0.39
H -7.721 48.487 19.671 -0.28 -0.27 -0.64
H -8.242 49.926 20.368 -0.39 0.13 0.25
C -5.582 50.687 23.809 1.35 -0.97 0.86
C -6.466 50.776 22.631 -0.41 0.99 -1.27
O -5.693 50.762 21.436 -0.33 0.88 -0.02
C -5.138 49.543 20.991 1.65 0.74 -1.64
O -5.381 48.412 21.525 -0.31 -0.27 0.02
C -4.268 49.711 19.659 -2.63 0.09 5.19
F -2.911 49.398 19.848 -0.81 0.69 -0.94
F -4.764 48.764 18.872 0.66 -0.32 -2.02
F -4.411 50.969 19.130 0.87 -1.34 -0.25
H -6.032 50.704 24.802 -0.49 -0.55 -0.10
H -4.833 51.474 23.902 -0.13 0.40 -0.68
H -5.007 49.787 23.590 0.11 -0.33 0.81
H -6.977 51.737 22.687 -0.05 0.32 -0.58
H -7.280 50.058 22.527 0.22 -0.59 0.59
```
Forces are in eV/Å.

The calculation puts the energy above the lowest of the compared OMol25 structures with the same formula, charge and spin at 2.8 kcal per mole. The multiplicity is 2. For the maximum force, the calculation gives 5.8 eV Å⁻¹. The total charge is -1. Its total energy is -1816.47002 a.u.

These are the natural (NBO) partial charges, in e, on atoms 1 to 2: number 1, C, carries -0.64; number 2, C, carries -0.10

***

Computed, not measured: a structure of composition C12H15InN6PSbSe4, with wB97M-V/def2-TZVPD.

```
40
Properties=species:S:1:pos:R:3:forces:R:3
In 0.141 2.673 -0.717 -0.05 -0.01 -0.06
C 3.505 -1.622 1.902 0.01 0.08 -0.03
N 3.199 -0.285 1.416 0.05 -0.05 0.05
C 4.038 0.791 1.494 -0.02 0.00 0.00
C 3.368 1.839 0.930 -0.02 -0.01 -0.03
N 2.141 1.422 0.509 0.08 0.03 0.04
C 2.055 0.142 0.811 -0.02 -0.01 -0.05
P 0.651 -0.965 0.505 -0.06 -0.14 -0.04
C 0.397 -0.649 -1.272 -0.06 0.10 0.11
N 0.758 0.442 -1.924 0.09 -0.01 -0.07
C 0.414 0.242 -3.231 0.03 0.03 0.04
C -0.170 -0.982 -3.366 -0.08 -0.01 0.08
N -0.174 -1.545 -2.119 0.04 -0.13 0.00
C -0.837 -2.790 -1.773 0.06 0.07 -0.03
C -0.662 0.026 1.288 0.09 0.05 -0.03
N -0.665 1.339 1.435 -0.06 0.03 0.08
C -1.809 1.644 2.119 0.10 0.00 -0.02
C -2.501 0.503 2.387 -0.03 -0.04 -0.02
N -1.765 -0.524 1.863 -0.10 -0.06 -0.04
C -2.213 -1.903 1.781 0.07 0.04 0.07
H 4.502 -1.597 2.332 -0.01 -0.05 0.01
H 3.488 -2.342 1.086 -0.01 0.00 0.00
H 2.795 -1.927 2.668 -0.01 0.00 -0.01
H 5.016 0.715 1.936 0.01 0.00 0.01
H 3.700 2.855 0.803 -0.01 0.01 -0.01
H 0.559 0.999 -3.981 0.03 -0.06 0.04
H -0.614 -1.475 -4.212 0.02 -0.01 -0.02
H -0.717 -3.496 -2.592 0.00 -0.01 0.00
H -1.899 -2.615 -1.601 -0.01 0.01 0.01
H -0.381 -3.209 -0.879 0.00 0.00 0.01
H -2.078 2.658 2.357 0.02 0.00 0.00
H -3.448 0.333 2.867 0.00 0.00 0.02
H -2.699 -2.178 2.715 -0.01 0.00 0.00
H -1.353 -2.553 1.631 -0.01 -0.01 -0.01
H -2.916 -2.026 0.958 0.01 0.02 -0.02
Se -2.643 0.873 -1.285 0.01 0.01 0.37
Sb -3.156 2.580 -2.892 -0.54 -0.19 -0.31
Se -1.438 2.970 -4.486 0.25 0.34 -0.25
Se -2.837 4.746 0.284 -0.06 0.03 -0.01
Se -3.751 4.893 -1.748 0.20 -0.06 0.14
```
Forces are in eV/Å.

The calculation puts the energy above the lowest of the compared OMol25 structures with the same formula, charge and spin at 0.0 kcal per mole. For the maximum force, the calculation gives 0.6 eV Å⁻¹. The total charge is 0. Its total energy is -11172.32434 a.u.

These are the natural (NBO) partial charges, in e, on atoms 1 to 2: number 1, In, carries 0.73; number 2, C, carries -0.40